Computed, not measured: an isolated molecule of C3H9N5 at a distorted geometry, with the ωB97M-V functional and the def2-TZVPD basis.

- E_tot: -393.38662 Ha
- Structure (SMILES): C/N=C/N(N)/C=N\N
- Highest occupied orbital energy: -8.228 eV
- Multiplicity: 1
- Energy above the lowest of the compared OMol25 structures with the same formula, charge and spin: 79.63 kcal per mole

Bonds (Å) are listed after each position.
Cartesian coordinates (Å):
1 C 2.556 -0.034 0.107  N2 1.414, H9 1.116, H10 1.092, H11 1.097
2 N 1.164 0.177 0.244  C1 1.414, C3 1.261
3 C 0.428 -0.160 -0.722  N2 1.261, N4 1.344, H12 1.091
4 N -0.892 0.096 -0.712  C3 1.344, N5 1.436, C6 1.337
5 N -1.535 -0.086 -1.984  N4 1.436, H13 1.086, H14 1.013
6 C -1.635 0.630 0.262  N4 1.337, N7 1.291, H15 1.116
7 N -1.694 0.404 1.531  C6 1.291, N8 1.417
8 N -0.824 -0.582 2.060  N7 1.417, H16 1.004, H17 1.034
9 H 2.984 -0.304 -0.888  C1 1.116
10 H 2.823 -0.810 0.828  C1 1.092
11 H 3.197 0.826 0.336  C1 1.097
12 H 0.801 -0.636 -1.631  C3 1.091
13 H -2.418 -0.711 -1.895  N5 1.086
14 H -1.797 0.845 -2.285  N5 1.013
15 H -2.524 1.272 0.057  C6 1.116
16 H -0.752 -0.438 3.051  N8 1.004
17 H 0.117 -0.488 1.643  N8 1.034

=====

Computed, not measured: an isolated molecule of C3H9N5 at a distorted geometry, with the ωB97M-V functional and the def2-TZVPD basis.

- E_tot: -393.32169 Ha
- Structure (SMILES): N/N=C\CN/C=N\N
- Highest occupied orbital energy: -8.504 eV
- Multiplicity: 1
- Energy above the lowest of the compared OMol25 structures with the same formula, charge and spin: 120.37 kcal per mole

Bonds (Å) are listed after each position.
Cartesian coordinates (Å):
1 N -0.614 -2.171 -1.151  N2 1.388, H9 1.096, H10 0.965
2 N -0.094 -2.692 0.025  N1 1.388, C3 1.327
3 C 0.088 -1.829 1.015  N2 1.327, C4 1.482, H11 1.164
4 C -0.282 -0.401 1.168  C3 1.482, N5 1.584, H12 1.117, H13 1.039
5 N 0.319 0.579 0.079  C4 1.584, C6 1.379, H14 1.059
6 C -0.197 1.795 0.474  N5 1.379, N7 1.306, H15 1.051
7 N 0.105 2.732 -0.384  C6 1.306, N8 1.515
8 N 1.180 2.283 -1.353  N7 1.515, H16 1.034, H17 1.033
9 H -0.941 -2.981 -1.814  N1 1.096
10 H -1.348 -1.551 -1.056  N1 0.965
11 H 0.860 -2.345 1.716  C3 1.164
12 H -0.241 -0.056 2.229  C4 1.117
13 H -1.290 -0.159 1.095  C4 1.039
14 H -0.078 0.196 -0.825  N5 1.059
15 H -0.832 1.913 1.304  C6 1.051
16 H 1.695 1.575 -0.801  N8 1.034
17 H 1.672 3.113 -1.720  N8 1.033

=====

Computed, not measured: the ion C3H9N5 with charge +2 at a distorted geometry, with the ωB97M-V functional and the def2-TZVPD basis.

- E_tot: -392.80049 Ha
- Net charge: +2
- Structure (SMILES): C=NC(=[NH2+])[NH+]=C(N)N
- Highest occupied orbital energy: -19.290 eV
- Multiplicity: 1
- Energy above the lowest of the compared OMol25 structures with the same formula, charge and spin: 31.10 kcal per mole

Bonds (Å) are listed after each position.
Cartesian coordinates (Å):
1 C 1.665 1.646 1.555  N2 1.244, H9 1.191, H10 1.064
2 N 0.782 0.899 1.096  C1 1.244, C3 1.729
3 C 0.750 0.384 -0.554  N2 1.729, N4 1.291, N5 1.373
4 N 1.468 0.845 -1.523  C3 1.291, H11 1.004, H12 0.989
5 N -0.311 -0.422 -0.881  C3 1.373, C6 1.442, H13 0.993
6 C -1.268 -1.056 -0.009  N5 1.442, N7 1.310, N8 1.292
7 N -2.180 -1.887 -0.452  C6 1.310, H14 0.995, H15 0.997
8 N -1.258 -0.584 1.193  C6 1.292, H16 1.009, H17 1.150
9 H 1.471 2.112 2.634  C1 1.191
10 H 2.573 1.807 1.026  C1 1.064
11 H 2.158 1.555 -1.355  N4 1.004
12 H 1.261 0.634 -2.467  N4 0.989
13 H -0.557 -0.602 -1.827  N5 0.993
14 H -2.530 -2.446 0.292  N7 0.995
15 H -2.411 -1.908 -1.421  N7 0.997
16 H -1.844 -0.977 1.915  N8 1.009
17 H -0.477 0.161 1.588  N8 1.150

=====

Computed, not measured: an isolated molecule of C3H9NO at a distorted geometry, with the ωB97M-V functional and the def2-TZVPD basis.

- E_tot: -249.60255 Ha
- Structure (SMILES): CNCOC
- Highest occupied orbital energy: -8.904 eV
- Multiplicity: 1
- Energy above the lowest of the compared OMol25 structures with the same formula, charge and spin: 69.75 kcal per mole

Bonds (Å) are listed after each position.
Cartesian coordinates (Å):
1 C -0.355 -1.302 -1.738  N2 1.470, H6 1.106, H7 1.028, H8 1.153
2 N -0.151 -1.164 -0.288  C1 1.470, C3 1.410, H9 1.043
3 C -0.828 -0.004 0.143  N2 1.410, O4 1.627, H10 1.127, H11 1.107
4 O 0.270 1.167 0.409  C3 1.627, C5 1.427
5 C 0.886 1.419 1.671  O4 1.427, H12 1.147, H13 1.075, H14 1.098
6 H 0.182 -0.425 -2.144  C1 1.106
7 H -0.057 -2.212 -2.112  C1 1.028
8 H -1.486 -1.136 -1.884  C1 1.153
9 H 0.892 -1.137 -0.260  N2 1.043
10 H -1.156 0.586 -0.759  C3 1.127
11 H -1.414 -0.107 1.076  C3 1.107
12 H 1.297 0.409 2.025  C5 1.147
13 H 0.164 1.834 2.352  C5 1.075
14 H 1.756 2.069 1.511  C5 1.098

=====

Which of these has the lowest energy above the lowest of the compared OMol25 structures with the same formula, charge and spin?
number 3

=====

What is the multiplicity in the first record?
1

=====

Repeat the third record exactly.
Computed, not measured: the ion C3H9N5 with charge +2 at a distorted geometry, with the ωB97M-V functional and the def2-TZVPD basis.

- E_tot: -392.80049 Ha
- Net charge: +2
- Structure (SMILES): C=NC(=[NH2+])[NH+]=C(N)N
- Highest occupied orbital energy: -19.290 eV
- Multiplicity: 1
- Energy above the lowest of the compared OMol25 structures with the same formula, charge and spin: 31.10 kcal per mole

Bonds (Å) are listed after each position.
Cartesian coordinates (Å):
1 C 1.665 1.646 1.555  N2 1.244, H9 1.191, H10 1.064
2 N 0.782 0.899 1.096  C1 1.244, C3 1.729
3 C 0.750 0.384 -0.554  N2 1.729, N4 1.291, N5 1.373
4 N 1.468 0.845 -1.523  C3 1.291, H11 1.004, H12 0.989
5 N -0.311 -0.422 -0.881  C3 1.373, C6 1.442, H13 0.993
6 C -1.268 -1.056 -0.009  N5 1.442, N7 1.310, N8 1.292
7 N -2.180 -1.887 -0.452  C6 1.310, H14 0.995, H15 0.997
8 N -1.258 -0.584 1.193  C6 1.292, H16 1.009, H17 1.150
9 H 1.471 2.112 2.634  C1 1.191
10 H 2.573 1.807 1.026  C1 1.064
11 H 2.158 1.555 -1.355  N4 1.004
12 H 1.261 0.634 -2.467  N4 0.989
13 H -0.557 -0.602 -1.827  N5 0.993
14 H -2.530 -2.446 0.292  N7 0.995
15 H -2.411 -1.908 -1.421  N7 0.997
16 H -1.844 -0.977 1.915  N8 1.009
17 H -0.477 0.161 1.588  N8 1.150

=====

Number 2 is which compound?
C3H9N5